Record 1
Computed, not measured: 2 unconnected molecules or ions with the total composition CHClF2O at a distorted geometry, with the ωB97M-V functional and the def2-TZVPD basis.

XYZ file:
```
6
Properties=species:S:1:pos:R:3
H 0.25842 0.35109 -2.34753
O 0.95360 -0.43016 1.38537
F 1.09013 0.66763 -2.28600
Cl -1.56252 -1.11899 1.71647
C -0.15574 -0.21049 1.16116
F -0.58389 0.74092 0.37053
```

Summary:
SMILES string: O=C(F)Cl.F
Frontier orbital gap, eV: 12.6
Energy above the lowest of the compared OMol25 structures with the same formula, charge and spin, kcal per mole: 8.21
Maximum force, eV Å⁻¹: 2.092

Record 2
Computed, not measured: a molecular structure, C37H28N5O2SV at a distorted geometry, with the ωB97M-V functional and the def2-TZVPD basis.

XYZ file:
```
74
Properties=species:S:1:pos:R:3
N 0.66926 -2.10858 -0.89932
C -3.95340 -7.67103 -0.65798
C -4.39823 -0.16119 -0.22427
H 1.00316 -5.45761 -0.63618
C -0.20556 -2.04456 -1.91472
C -1.28962 4.41244 -0.90344
C -3.06911 -7.28224 -1.59683
C 1.33578 4.43060 -1.77344
H -3.58209 1.94074 2.40601
C 5.13049 3.36456 -0.70105
H -7.25673 1.50730 0.28338
C 0.59560 -4.48761 -0.99138
C 2.00438 1.22841 2.57922
C -0.44146 -4.38918 -1.95965
H -2.88399 -7.74279 -2.56328
C 0.84597 3.28839 -1.04983
H 4.57527 2.75684 4.28754
C 3.06366 2.06406 -0.84097
C -0.76670 5.58384 -1.49655
H -2.09663 -4.40531 0.04857
N -4.17039 -7.00379 0.49786
H 3.31038 -0.00032 -1.45120
C -5.48724 1.85785 1.41610
C 5.86485 2.26284 -1.09988
C -2.15755 0.15731 0.91650
H 4.61953 -0.80053 1.91010
H -3.56471 -5.60131 1.72875
H 0.95575 6.35932 -2.52038
C -5.67361 0.38845 -0.50061
C -0.44856 3.38335 -0.54523
H 3.16914 4.07538 -0.10737
H -1.42328 6.39551 -1.67965
H -0.42373 -1.05820 -2.32189
C -0.81484 -3.14782 -2.44608
H 2.26619 3.16306 3.66642
H 5.75810 0.70484 3.59234
C 1.07395 -3.29600 -0.46894
H -5.84351 2.69214 2.01266
C -3.59520 0.42075 0.80948
V 0.47986 -0.34936 0.19613
C 0.58520 1.36008 2.59025
C 2.71871 0.16745 2.02017
C -2.57988 -5.35484 -0.19000
H 5.72137 0.10114 -1.55839
N -0.21680 0.75156 1.74904
H 0.16983 2.02452 3.31222
C 4.00522 2.00769 3.71545
O 2.12078 -0.67803 1.19386
C -6.23300 1.25658 0.44216
H -4.45440 -8.57752 -0.78875
C 3.82373 0.95961 -1.24810
H -4.01901 -0.87370 -0.89714
C -3.46568 -5.93224 0.72183
N 0.89146 0.93541 -1.00086
C 5.19607 1.01923 -1.34236
S -1.19433 -5.81235 -2.62283
C 4.08852 -0.03848 2.39824
O -1.46422 -0.62548 0.09500
C 1.59812 2.01173 -0.93153
H 1.78370 -3.28598 0.36991
H -6.29644 0.21269 -1.35920
C 4.72905 0.83239 3.30088
H 6.96921 2.26947 -1.29617
C -4.19501 1.38620 1.68595
C -2.27719 -6.12272 -1.30158
H -0.82390 2.70586 0.18595
H -1.40511 -3.06756 -3.33996
C 0.53678 5.52037 -1.96912
N -1.56707 0.89860 1.84794
C 3.76810 3.27734 -0.56300
H -2.38932 4.25681 -0.84598
C 2.71875 2.25039 3.33184
H 5.63496 4.31099 -0.52516
H 2.34666 4.42225 -2.18148
```

Summary:
Frontier orbital gap (alpha / beta), eV: 6.9 / 7.2
Energy above the lowest of the compared OMol25 structures with the same formula, charge and spin, kcal per mole: 0.00
⟨S²⟩: 2.05
2S+1: 3
Maximum force, eV Å⁻¹: 2.638

Record 3
Computed, not measured: a single C4H8N2O2S molecule at a distorted geometry, with the ωB97M-V functional and the def2-TZVPD basis.

XYZ file:
```
17
Properties=species:S:1:pos:R:3
S -2.34990 0.04616 0.21531
C 1.41258 -1.14933 0.62474
N 0.34745 -0.46519 -0.00249
H 0.38759 2.92085 -0.59401
H -0.15831 0.50456 -1.78536
H -1.34260 -1.67953 -0.79116
H -0.63826 -0.28960 1.94371
O -2.31438 0.87759 -0.97152
H 1.50680 0.54201 -1.34160
N -0.37452 1.69801 0.86839
H 2.15629 -1.53673 -0.18758
H 1.07866 -2.01734 1.20411
H 2.09555 -0.53752 1.33126
O -2.19451 -1.55329 -0.34099
C 0.36545 1.88771 -0.13853
C 0.54633 0.59162 -0.95012
C -0.52421 0.16004 0.91582
```

Summary:
Frontier orbital gap (alpha / beta), eV: 5.8 / 6.2
Energy above the lowest of the compared OMol25 structures with the same formula, charge and spin, kcal per mole: 24.91
⟨S²⟩: 2.01
2S+1: 3
Maximum force, eV Å⁻¹: 9.365

Record 4
Computed, not measured: 3 unconnected molecules or ions with the total composition C21H51BBrIN2O11P3 at a distorted geometry, with the ωB97M-V functional and the def2-TZVPD basis.

XYZ file:
```
91
Properties=species:S:1:pos:R:3
C 2.71450 -0.90561 -1.45716
H 5.25518 -4.85856 -4.62408
P 3.26387 -2.71025 -1.73704
O 1.51519 -0.66953 -4.50371
H -3.60321 -0.67128 0.58483
H -0.10289 -1.95382 -2.13434
H -3.57244 3.47443 0.67067
H -0.65766 -1.47471 3.01747
O 5.28845 -4.73032 -2.56621
C 0.01458 -2.25117 -1.09035
O 1.73139 1.17089 -0.08506
H -0.94419 -2.62565 -0.72992
C 5.38804 -2.49693 0.52706
C 2.48432 -2.63610 -3.58888
H -2.99869 4.22717 -0.83206
O -5.98375 0.37732 2.26050
H 6.67924 -5.51869 -3.81819
C -0.48814 6.09505 -1.77385
P 1.20604 -3.66191 -1.11093
H 0.16318 -3.49519 2.47365
H 1.75023 -0.73109 -1.92336
H 0.88969 3.80700 0.27760
H -0.27853 2.12666 -0.98931
H -1.32241 5.51386 -2.19412
H 4.04031 -4.04759 0.23167
C -1.65020 -1.09933 2.76035
H -4.32581 -1.58831 2.36418
H 3.37075 -2.57519 0.90132
O 5.74115 -1.44463 0.94089
H -1.28142 3.31824 -1.82036
H 3.05107 -3.39161 -4.14802
N -4.07768 -1.62528 3.34545
C 2.48891 -1.37318 -4.36131
H 1.14063 3.96527 -1.44552
H -2.70951 0.68828 1.31623
O -2.14671 7.51382 -0.71270
C 0.39950 4.09595 -0.65274
I 5.62964 -1.65550 -2.80231
H 5.15334 -6.42782 -3.76627
P 2.79999 0.15553 -0.02491
C 5.59647 -5.42811 -3.75659
H 3.55758 -6.32140 -1.44930
O 2.74376 -0.60223 1.39654
N 0.05577 5.51721 -0.55746
H 2.00843 -4.88022 0.86610
H -2.41157 -2.04471 4.52200
H 0.29395 -4.89909 0.65474
H -2.47489 4.85707 0.74281
C -2.60991 -0.23388 0.73738
O 4.28950 0.70063 -0.04537
H -7.76140 -0.64856 1.94015
O -1.71621 -1.14153 1.35453
H 1.44578 -2.97395 -3.55194
C -4.42948 -0.35715 3.96474
C -5.85215 0.03365 3.63272
B 4.00238 -4.54672 -2.16450
H -6.12586 0.91383 4.22193
H -6.87815 -0.07799 0.50906
H 4.80826 0.45270 0.73147
H -1.25732 7.95402 -2.49453
H -2.93095 8.13306 1.04191
H 0.30246 -1.37996 -0.50328
C 1.15810 -4.22650 0.66255
C -6.76704 -0.51486 1.49983
H -0.61528 5.64046 0.19014
H 3.44435 -1.06451 -4.81696
C -0.73602 3.11125 -0.89005
C -1.95450 8.08200 0.56213
O 3.18773 -5.66499 -2.04776
H -0.19471 8.11111 -1.08352
H -2.55775 -2.99774 3.05133
H 0.80522 -2.20161 1.46531
O -1.65836 3.01178 0.19068
C 4.04186 -2.95981 0.13649
C -0.98454 7.50280 -1.53603
H 1.87675 -3.18519 2.43817
H -4.33867 -0.45933 5.05122
H -3.77668 0.47044 3.65278
H -1.69094 -0.06421 3.12465
H -6.53980 -0.77837 3.89118
C -2.66934 -1.98929 3.45850
C 0.98301 -3.21797 1.80832
H -1.28469 7.48337 1.18958
H -2.19484 0.01360 -0.23919
C -2.71333 3.94317 0.18643
H 1.87135 -0.42905 1.77107
H -6.29884 -1.50034 1.39861
H -1.54437 9.09576 0.49102
H 3.40570 -0.32652 -2.08481
Br 6.77116 -3.95082 0.43671
H 0.30208 6.12850 -2.53068
```

Summary:
Net charge: -1
Frontier orbital gap, eV: 6.8
Maximum force, eV Å⁻¹: 1.600

Record 5
Computed, not measured: 2 unconnected molecules or ions with the total composition C3H10NO2 at a distorted geometry, with the ωB97M-V functional and the def2-TZVPD basis.

XYZ file:
```
16
Properties=species:S:1:pos:R:3
H 1.25944 -1.92033 -0.60802
C 1.15311 -1.96479 0.48624
H 2.10199 -2.09252 0.99238
H 2.48390 0.37301 0.77683
N 0.60880 -0.62005 0.78669
C 1.51043 0.51288 0.32329
H -0.33998 -0.36380 0.46200
H 0.61122 -0.53728 1.80430
H 0.98560 1.40415 0.63049
O -1.54346 0.75740 -0.16487
H 1.56562 0.45739 -0.76252
C -2.10952 1.39923 -1.00802
H 0.44912 -2.77607 0.66744
H -1.59503 2.29867 -1.39578
O -3.30567 1.13622 -1.50858
H -3.83556 1.93589 -1.48185
```

Summary:
Net charge: +1
Frontier orbital gap, eV: 12.3
Energy above the lowest of the compared OMol25 structures with the same formula, charge and spin, kcal per mole: 17.18
Maximum force, eV Å⁻¹: 2.059

Record 6
Computed, not measured: a molecular structure, C22H11Cl5F6N3NiO4S3, with the ωB97M-V functional and the def2-TZVPD basis.

XYZ file:
```
55
Properties=species:S:1:pos:R:3
H 0.54810 5.21052 2.17244
O -1.36691 -2.80555 0.04142
C -0.20796 7.04788 -1.13008
F 0.67624 -4.40672 1.19890
F -1.70126 -3.26229 -4.08052
C -0.13893 0.66705 1.82770
F 0.71867 -4.98545 -0.88364
H 1.31905 2.30247 -2.10941
H -0.19005 8.85355 0.03553
S -0.40041 -1.31833 -2.87962
C -2.03052 0.81043 3.35752
S -0.04572 -2.50695 -0.41329
F 2.27652 -3.71605 -0.08391
C 0.20283 0.72466 4.24222
C -1.16945 0.80926 4.45040
Cl -1.80225 0.90679 6.05918
C -1.50402 0.73602 2.07051
N 0.17890 -2.48052 -1.96817
Cl -3.73962 0.90393 3.60950
H 3.62303 -1.84280 -5.05460
C 0.33742 5.73259 1.24804
C -0.06534 5.66966 -1.11831
C 1.96001 1.45616 -2.30848
Cl -2.57533 0.72253 0.71071
H 4.73767 -1.33871 -6.28706
H 2.68506 -1.34571 -0.82557
C -0.07792 7.77659 0.04492
H 0.29534 7.66957 2.15510
O -0.83109 -0.17335 -2.12126
C 0.69181 0.65216 2.94023
F -2.44232 -1.26981 -4.49675
N 1.91484 0.47071 -1.40186
Cl 1.28033 0.71166 5.59842
C 4.27736 0.09216 -4.94009
C 2.74845 1.39598 -3.44164
C 0.19476 7.11076 1.23263
Cl 2.41062 0.53682 2.69227
H 2.74214 2.20258 -4.16080
S 5.06224 1.32316 -5.69142
C 3.50450 -0.73346 -2.71025
H 4.12243 -1.61496 -2.81586
C 0.97160 -3.99758 -0.03092
C 0.36167 3.56163 0.08335
C 0.21153 4.98768 0.07185
C 3.50857 0.26295 -3.67692
C 0.48506 2.35335 0.10805
C 2.70881 -0.58542 -1.59069
H -0.17334 5.09917 -2.03190
N 4.28034 -1.16620 -5.40821
F -2.85630 -2.20388 -2.58774
H -0.42370 7.55632 -2.06195
Ni 0.67027 0.53687 0.13890
O 0.68501 -1.46372 0.31379
O 0.43157 -1.14646 -4.03461
C -1.94731 -2.06441 -3.54350
```

Summary:
Net charge: -1
Frontier orbital gap, eV: 7.1
Energy above the lowest of the compared OMol25 structures with the same formula, charge and spin, kcal per mole: 0.00
Maximum force, eV Å⁻¹: 0.443

Record 7
Computed, not measured: a molecular structure, C2H9N2O at a distorted geometry, with the ωB97M-V functional and the def2-TZVPD basis.

XYZ file:
```
14
Properties=species:S:1:pos:R:3
H -1.47694 0.27954 0.54071
H 1.75235 1.58869 -0.80436
H -0.15648 -2.85889 -0.55893
H -0.13192 -1.25137 -1.34640
N -0.53451 0.19402 0.90542
H -1.59267 -1.82908 -0.52044
H 1.00448 2.88048 -0.14488
O 0.69894 -1.61352 1.59604
H 0.15772 1.07427 0.18087
H -0.40373 0.49608 1.87150
C -0.01750 -1.16634 0.76496
N 0.83732 1.95754 -0.54551
H 0.36504 2.08370 -1.43920
C -0.50208 -1.83513 -0.49976
```

Summary:
Net charge: +1
Frontier orbital gap, eV: 11.4
Energy above the lowest of the compared OMol25 structures with the same formula, charge and spin, kcal per mole: 19.86
Maximum force, eV Å⁻¹: 1.002

Record 8
Computed, not measured: 2 unconnected molecules or ions with the total composition C4H6N2 at a distorted geometry, with the ωB97M-V functional and the def2-TZVPD basis.

XYZ file:
```
12
Properties=species:S:1:pos:R:3
H 0.59728 1.00871 1.44483
C 0.93701 -0.91430 0.74625
C -0.12474 0.87660 0.62736
H -2.17394 0.06602 0.70837
H 1.35706 1.67079 -1.22229
H 1.98060 1.36534 -1.51014
N -0.89288 -0.85858 -2.46292
H -1.17257 -0.79544 1.83338
H 1.78887 -0.87815 0.04544
C -0.59696 -0.66605 -1.36164
C -0.19696 -0.48506 0.01347
N -1.23484 -0.16416 1.02704
```

Summary:
Frontier orbital gap, eV: 9.5
Energy above the lowest of the compared OMol25 structures with the same formula, charge and spin, kcal per mole: 180.90
Maximum force, eV Å⁻¹: 1.172

Record 9
Computed, not measured: 10 unconnected molecules or ions with the total composition C5H30NO11 at a distorted geometry, with the ωB97M-V functional and the def2-TZVPD basis.

XYZ file:
```
47
Properties=species:S:1:pos:R:3
H 3.14328 1.68999 1.32173
H 1.67234 -0.17562 -2.39243
H -2.99145 -3.65014 -1.56528
N 1.22965 -0.57642 -1.55818
H -2.21616 -1.96295 1.76844
O 3.14326 0.81887 1.75040
H 4.06010 0.68257 2.02067
H -0.84322 0.67539 -4.39772
H 2.61877 4.15049 1.27358
H 0.18386 1.18124 -1.37647
O -2.27883 -3.01937 -1.42478
O 0.28524 -3.82907 -0.54494
H -0.96609 -2.76122 3.78382
O 2.23718 3.48250 0.69605
H -0.75009 4.29667 -0.77467
H -0.33167 -3.56629 -1.24524
H 1.83720 -0.30967 -0.78340
C -0.65996 0.93828 0.99509
H -1.75262 -0.44937 -0.25658
H -0.70874 1.84667 0.40002
H -0.26793 -1.11692 0.43864
H 0.25274 0.88287 1.58998
H -1.43490 0.62991 3.01561
C -0.97605 0.00705 -2.53900
H -2.46226 -2.60636 -0.54941
H -1.97005 0.39423 -2.30983
H 2.50305 2.52431 -2.36729
H -0.17671 -4.52871 -0.07537
H 1.30248 3.36354 0.91157
C -0.71981 -0.23836 -0.00854
H 2.27784 -2.25841 1.42021
H 2.98760 2.73679 -0.99944
H 1.09752 -1.55809 -1.79928
O -0.79249 4.11952 0.17297
H -3.67709 -2.31377 1.40852
H -1.13623 -0.99178 -2.95586
O -1.02693 -2.05308 3.13295
O 2.77181 1.99865 -1.59982
O -2.85546 -1.98012 1.02877
O -0.41984 0.85956 -3.55571
O -2.93507 1.20443 1.76903
O 1.98081 -1.45749 0.97747
C -0.07953 0.13925 -1.34224
H -1.58963 4.60585 0.41554
H -0.17372 -2.06065 2.67800
C -1.79900 0.93107 2.01557
H 2.40680 -0.69585 1.43687
```

Summary:
Net charge: +1
Frontier orbital gap, eV: 9.7
Energy above the lowest of the compared OMol25 structures with the same formula, charge and spin, kcal per mole: 4.75
Maximum force, eV Å⁻¹: 1.977